ORCA calculation (ωB97M-V/def2-TZVPD) on 2 unconnected molecules or ions with the total composition C10H16 at a distorted geometry.

Calculated values
* <S²>: 0.767
* Kohn-Sham gap (alpha / beta): 9.7 / 6.0 eV
* E_tot: -10620.5938 eV
* max |F|: 1.53 eV/A
* net charge: +1
* HOMO (alpha / beta): -14.110 / -14.110 eV
* spin multiplicity: 2

Structure (XYZ):
```
26
Properties=species:S:1:pos:R:3:forces:R:3:lowdin_spin:R:1
C 0.147052 -1.820684 -1.352422 0.398 1.180 -0.647 0.0004
C -0.377026 -0.877973 -2.459548 -1.354 0.197 -0.681 -0.0002
C -0.076007 -3.291405 -1.661094 -0.499 0.288 0.988 0.0000
H 1.208084 -1.583314 -1.223082 0.033 -0.353 0.136 0.0001
H -0.333171 -1.520247 -0.421956 -0.106 -0.250 0.224 0.0003
H 0.301648 -0.215416 -3.009251 0.413 -0.466 0.349 0.0000
H -1.143630 -3.470044 -1.830134 0.201 0.003 -0.377 0.0000
H 0.531105 -3.613539 -2.493581 -0.008 -0.203 -0.246 0.0000
H -1.167104 -0.192268 -2.112844 0.208 -0.147 0.290 -0.0002
H -0.923950 -1.446030 -3.231021 0.389 0.012 0.146 0.0000
H 0.148263 -3.876133 -0.769005 0.320 -0.203 -0.130 0.0000
C 2.181941 2.106696 1.080841 -0.393 0.230 -0.388 0.0612
C -0.226418 2.140648 0.386254 -0.696 -0.252 -0.830 0.0819
C 0.768518 1.751100 1.319058 1.021 -0.017 0.133 0.2640
C -1.476061 1.624400 0.493866 -0.870 0.001 1.143 0.0643
C 0.453608 0.910053 2.432473 -0.722 -0.180 -0.090 0.1044
C -1.794578 0.829429 1.639119 0.159 -0.136 -0.252 0.3091
C -0.801893 0.385127 2.529594 0.429 0.149 0.251 0.0553
H -0.023867 2.761932 -0.481288 0.412 0.057 0.296 0.0003
H -2.329532 1.879598 -0.125019 0.444 0.107 -0.359 0.0011
H 2.536769 1.559686 0.196274 -0.007 -0.170 0.065 0.0254
H 2.800812 1.858839 1.928663 0.284 0.125 0.106 0.0006
H 1.165078 0.662273 3.207759 0.358 0.104 -0.280 0.0017
H -2.822331 0.598591 1.870114 -0.199 -0.118 -0.184 0.0140
H -1.013089 -0.313520 3.324859 -0.284 0.054 0.066 -0.0004
H 2.265779 3.152202 0.761367 0.069 -0.015 0.270 0.0165
```
Positions in Å, forces in eV/Å.

ORCA calculation (ωB97M-V/def2-TZVPD) on a molecular structure, C10H16As3S4V at a distorted geometry.

Calculated values
* <S²>: 2.035
* Kohn-Sham gap (alpha / beta): 7.3 / 7.3 eV
* E_tot: -262175.0492 eV
* max |F|: 2.07 eV/A
* HOMO (alpha / beta): -8.007 / -8.036 eV
* spin multiplicity: 3

Structure (XYZ):
```
34
Properties=species:S:1:pos:R:3:forces:R:3:lowdin_spin:R:1
V -1.379690 -1.213385 1.321009 -0.608 -0.586 0.523 1.8538
C -3.032729 1.375526 -1.158614 -0.035 -0.285 0.171 0.0018
As -1.574237 0.784420 -0.008147 0.173 1.728 -1.130 0.0247
C -1.313290 2.379220 1.090661 -0.104 -0.102 0.034 0.0048
C -0.008368 0.901656 -1.177341 -0.013 -0.115 0.017 0.0042
C 0.039504 1.751373 -2.278456 -0.089 0.001 0.110 -0.0001
C 1.169376 1.790355 -3.079379 -0.024 0.063 -0.047 0.0004
C 2.259939 0.984185 -2.784820 0.044 -0.008 -0.023 0.0001
C 2.220904 0.141381 -1.685761 -0.021 -0.015 0.061 -0.0006
C 1.088913 0.090411 -0.878740 -0.091 0.006 0.035 0.0004
As 0.944795 -1.080731 0.681490 1.619 0.274 -0.527 0.0414
C 1.919113 -2.663816 0.109906 -0.198 -0.041 0.091 0.0091
C 2.290205 -0.280011 1.851229 -0.198 -0.081 0.007 0.0076
H -3.052207 0.771397 -2.063089 0.023 -0.003 -0.008 0.0001
H -2.937758 2.429099 -1.410257 0.099 0.012 0.018 -0.0003
H -3.964382 1.218631 -0.616873 0.007 0.006 0.009 -0.0001
H -2.247152 2.616698 1.597932 0.010 -0.055 0.045 0.0002
H -1.014534 3.218009 0.465311 0.018 -0.034 -0.067 0.0002
H -0.543822 2.178731 1.833321 0.002 0.018 0.023 0.0007
H -0.811046 2.381076 -2.511010 0.030 0.016 -0.058 0.0000
H 1.198584 2.450029 -3.937122 0.000 -0.013 0.002 0.0000
H 3.137799 1.011443 -3.417578 0.001 -0.002 0.017 0.0000
H 3.071970 -0.488976 -1.456034 0.026 0.013 -0.042 -0.0001
H 1.503215 -3.016821 -0.831605 0.034 0.014 -0.025 0.0003
H 1.761147 -3.436600 0.860317 -0.007 0.028 0.026 0.0004
H 2.983586 -2.460134 0.014845 -0.004 0.070 -0.061 0.0001
H 2.540812 -1.003620 2.625082 -0.027 0.006 0.020 0.0007
H 1.886476 0.613619 2.322689 0.011 0.020 -0.004 0.0000
H 3.178433 -0.030019 1.274540 0.003 0.001 -0.027 0.0001
S -3.669508 -1.325789 1.949328 -0.272 0.205 -0.125 -0.0193
As -2.405191 -2.855075 2.816008 -0.788 -1.040 1.028 0.0456
S -0.796748 -1.437599 3.506916 0.208 0.029 0.212 -0.0054
S -1.379943 -3.444800 0.912383 0.052 -0.258 -0.240 -0.0073
S -3.064168 -4.349879 4.061858 0.117 0.128 -0.065 0.0365
```
Positions in Å, forces in eV/Å.

ORCA calculation (ωB97M-V/def2-TZVPD) on a molecular structure, C10H16AuClTi at a distorted geometry.

Calculated values
* <S²>: 6.018
* Kohn-Sham gap (alpha / beta): 1.5 / 6.4 eV
* E_tot: -49952.6150 eV
* max |F|: 1.75 eV/A
* net charge: -2
* HOMO (alpha / beta): 3.389 / -2.342 eV
* spin multiplicity: 5

Structure (XYZ):
```
29
Properties=species:S:1:pos:R:3:forces:R:3:lowdin_spin:R:1
Au 1.454264 -2.436380 1.204904 -0.153 0.769 0.803 0.5656
Cl 1.859003 -0.659480 -1.431589 0.755 -0.591 -1.396 0.0389
C -0.228548 -3.693319 0.985930 0.236 -0.685 -0.260 0.3605
C 3.524236 -2.537484 0.776288 0.445 -0.982 -0.200 0.4041
H 0.061531 -4.660744 1.426742 -0.372 0.323 -0.237 0.0336
H -1.078122 -3.222346 1.496644 0.329 -0.062 -0.102 0.0470
H -0.357304 -3.742825 -0.102465 -0.177 -0.158 0.292 0.0224
H 3.888022 -3.466070 1.245588 0.057 0.432 -0.209 0.0386
H 4.007283 -1.644669 1.187746 -0.322 -0.096 0.014 0.0577
H 3.576605 -2.566937 -0.317468 0.082 -0.010 0.313 0.0265
Ti 0.652112 0.247650 0.228914 -1.589 0.118 -0.652 1.6273
C 1.497818 2.060747 0.536346 0.254 1.431 0.377 0.0258
C 0.780653 -0.451698 2.106395 0.176 -0.024 1.127 0.4998
H 1.995156 2.104179 1.516346 0.060 0.177 -0.263 0.0100
H 2.200634 2.316914 -0.268746 0.013 0.086 0.121 0.0073
H 0.664623 2.788351 0.528752 0.363 0.044 0.098 0.0101
H 1.674331 -0.002398 2.596376 -0.401 -0.516 0.146 0.0710
H -0.043218 -0.638014 2.802256 0.274 -0.092 0.208 0.0739
C -3.233868 2.334023 -2.131222 -0.179 0.109 0.227 0.0126
C -2.030742 1.990939 -2.747398 0.627 -0.271 0.242 0.0016
C -0.997860 1.377298 -2.002768 -1.623 0.623 -0.234 0.0193
C -1.208119 1.080511 -0.645863 1.258 -0.617 0.510 0.0073
C -2.394937 1.463026 -0.013005 -0.830 0.567 -1.103 0.0168
C -3.414539 2.097144 -0.759770 0.723 -0.354 0.074 0.0032
H -4.037421 2.810958 -2.705887 0.307 -0.157 0.166 0.0020
H -1.871958 2.202111 -3.806212 -0.142 0.025 0.136 0.0032
H -0.048408 1.150792 -2.491971 -0.258 -0.028 0.125 0.0017
H -2.557312 1.291986 1.054050 0.112 -0.051 -0.256 0.0108
H -4.333915 2.405732 -0.268911 -0.025 -0.010 -0.067 0.0014
```
Positions in Å, forces in eV/Å.

What did the first record say?
ORCA calculation (ωB97M-V/def2-TZVPD) on 2 unconnected molecules or ions with the total composition C10H16 at a distorted geometry.

Calculated values
* <S²>: 0.767
* Kohn-Sham gap (alpha / beta): 9.7 / 6.0 eV
* E_tot: -10620.5938 eV
* max |F|: 1.53 eV/A
* net charge: +1
* HOMO (alpha / beta): -14.110 / -14.110 eV
* spin multiplicity: 2

Structure (XYZ):
```
26
Properties=species:S:1:pos:R:3:forces:R:3:lowdin_spin:R:1
C 0.147052 -1.820684 -1.352422 0.398 1.180 -0.647 0.0004
C -0.377026 -0.877973 -2.459548 -1.354 0.197 -0.681 -0.0002
C -0.076007 -3.291405 -1.661094 -0.499 0.288 0.988 0.0000
H 1.208084 -1.583314 -1.223082 0.033 -0.353 0.136 0.0001
H -0.333171 -1.520247 -0.421956 -0.106 -0.250 0.224 0.0003
H 0.301648 -0.215416 -3.009251 0.413 -0.466 0.349 0.0000
H -1.143630 -3.470044 -1.830134 0.201 0.003 -0.377 0.0000
H 0.531105 -3.613539 -2.493581 -0.008 -0.203 -0.246 0.0000
H -1.167104 -0.192268 -2.112844 0.208 -0.147 0.290 -0.0002
H -0.923950 -1.446030 -3.231021 0.389 0.012 0.146 0.0000
H 0.148263 -3.876133 -0.769005 0.320 -0.203 -0.130 0.0000
C 2.181941 2.106696 1.080841 -0.393 0.230 -0.388 0.0612
C -0.226418 2.140648 0.386254 -0.696 -0.252 -0.830 0.0819
C 0.768518 1.751100 1.319058 1.021 -0.017 0.133 0.2640
C -1.476061 1.624400 0.493866 -0.870 0.001 1.143 0.0643
C 0.453608 0.910053 2.432473 -0.722 -0.180 -0.090 0.1044
C -1.794578 0.829429 1.639119 0.159 -0.136 -0.252 0.3091
C -0.801893 0.385127 2.529594 0.429 0.149 0.251 0.0553
H -0.023867 2.761932 -0.481288 0.412 0.057 0.296 0.0003
H -2.329532 1.879598 -0.125019 0.444 0.107 -0.359 0.0011
H 2.536769 1.559686 0.196274 -0.007 -0.170 0.065 0.0254
H 2.800812 1.858839 1.928663 0.284 0.125 0.106 0.0006
H 1.165078 0.662273 3.207759 0.358 0.104 -0.280 0.0017
H -2.822331 0.598591 1.870114 -0.199 -0.118 -0.184 0.0140
H -1.013089 -0.313520 3.324859 -0.284 0.054 0.066 -0.0004
H 2.265779 3.152202 0.761367 0.069 -0.015 0.270 0.0165
```
Positions in Å, forces in eV/Å.